(1)
{"formula": "C4H11NO", "method": "ωB97M-V/def2-TZVPD", "multiplicity": 2, "gap_ha": [0.4096, 0.1598], "charge": 1, "e_homo_ev": [-14.31, -13.22], "symbols": ["C", "C", "C", "H", "H", "H", "H", "H", "H", "N", "C", "O", "H", "H", "H", "H", "H"], "xyz": [[1.6907, 0.0668, 1.9412], [1.0213, 1.1903, 1.2265], [1.6270, 1.8030, 0.1827], [2.0804, -0.6108, 1.1607], [1.0213, -0.5958, 2.4810], [2.5144, 0.3581, 2.5959], [0.0693, 1.5629, 1.5517], [1.2338, 2.7462, -0.1769], [2.5690, 1.5324, -0.2593], [-0.7590, -1.5222, -1.8325], [-1.1543, -0.4015, -1.0845], [-2.1902, -0.6839, -0.2045], [0.0656, -1.3493, -2.3973], [-0.7693, -2.4314, -1.3865], [-1.5009, 0.3904, -1.7609], [-0.2565, -0.1709, -0.4458], [-2.8774, -1.1795, -0.6798]], "forces_ev_per_a": [[-0.2426, -1.2477, -0.8007], [0.7477, -0.3693, -0.2284], [-0.5743, 0.8106, 0.0302], [0.4382, 0.3227, 0.2868], [-0.2773, 0.3692, 0.4172], [-0.1148, 0.1698, -0.1018], [-0.2676, 0.2240, 0.3292], [-0.2619, -0.1288, -0.2166], [0.2899, -0.4385, 0.1701], [0.9091, 0.2624, 0.0925], [-1.6430, -0.9304, 0.2541], [0.1800, -0.3231, -0.1049], [-0.1459, -0.2483, -0.4657], [-0.2033, -0.1810, 0.0411], [0.9000, 0.4626, 0.0285], [0.2843, 1.0326, 0.0081], [-0.0184, 0.2133, 0.2604]]}

(2)
{"formula": "C4H11NO", "method": "ωB97M-V/def2-TZVPD", "multiplicity": 2, "gap_ha": [0.4057, 0.2779], "charge": 1, "e_homo_ev": [-14.83, -14.97], "symbols": ["C", "N", "C", "C", "C", "H", "H", "H", "H", "H", "H", "H", "H", "H", "H", "H", "O"], "xyz": [[-0.0054, -1.9302, -0.9963], [-0.6120, 0.9187, -0.6855], [-0.7078, 0.0964, 0.3756], [-0.3641, -1.2552, 0.2594], [-1.3141, 0.6618, 1.6218], [0.4830, -1.2596, -1.7002], [0.6330, -2.7899, -0.8031], [-0.9350, -2.3087, -1.4491], [-0.9743, 0.5859, -1.5674], [-0.7618, 1.8970, -0.4659], [-0.5444, -1.8858, 1.1210], [-2.2906, 1.0614, 1.3705], [-0.7073, 1.4652, 2.0145], [-1.3811, -0.0879, 2.3952], [2.6322, 1.4219, 0.5212], [1.6723, 1.2503, -0.7273], [2.5250, 1.0257, -0.3536]], "forces_ev_per_a": [[0.2590, 0.3041, 0.0908], [-0.5248, -0.1631, 0.9153], [-0.4506, 0.4678, -0.0196], [-0.5830, -0.6206, -0.3449], [0.8064, -0.2726, -0.1455], [0.0268, -0.0672, -0.1030], [-0.0210, -0.0435, -0.0533], [0.0603, -0.0562, 0.0071], [0.6483, 0.0544, -0.4669], [-0.2938, -0.0066, -0.3852], [0.1233, 0.1369, 0.1560], [-0.2041, 0.0186, 0.0458], [0.1872, 0.4316, 0.1258], [-0.1405, -0.1735, 0.1570], [-0.2412, 0.1002, -0.3421], [0.0151, 0.3472, 0.2451], [0.3325, -0.4575, 0.1175]]}

(3)
{"formula": "C4H11NO2", "method": "ωB97M-V/def2-TZVPD", "multiplicity": 2, "gap_ha": [0.1313, 0.2242], "charge": -1, "e_homo_ev": [-0.24, -2.79], "symbols": ["C", "C", "C", "C", "N", "H", "H", "H", "H", "H", "H", "H", "H", "H", "O", "H", "H", "O"], "xyz": [[2.2318, 0.5003, -0.1310], [1.1157, 0.3156, 0.8480], [1.3022, 0.5116, 2.2190], [-0.2334, -0.9435, -0.6453], [-0.0715, -0.2486, 0.4410], [2.7239, -0.3857, -0.4100], [3.1171, 0.9005, 0.4170], [2.1020, 1.2100, -0.9667], [0.7265, -0.1915, 2.9174], [2.1584, 1.0730, 2.6654], [-1.1974, -1.3371, -1.0498], [0.7419, -1.3808, -1.0289], [-0.9249, 2.8869, -1.0680], [-0.7584, 1.3166, -0.5185], [-0.6039, 1.9859, -1.3736], [-4.5792, -2.5796, -0.4268], [-3.8101, -1.7911, -1.4095], [-4.0407, -1.8424, -0.4797]], "forces_ev_per_a": [[1.5079, 2.3354, 0.9751], [-1.0227, -0.9847, 0.6191], [0.0525, -0.8815, 0.7588], [1.8167, -1.9074, -1.9322], [-0.6253, 1.8186, 1.7534], [-0.0911, -1.7098, -1.0624], [-0.6428, 0.3817, 0.1159], [-0.4935, -0.6809, 0.0731], [0.5696, 1.5455, -0.9450], [-0.6317, -0.6288, -0.6331], [0.7947, 0.5063, 0.7684], [-1.2681, 0.1335, -0.4935], [0.5934, -1.7803, -0.3693], [0.7958, 1.9778, -2.6652], [-1.3133, -0.1312, 3.0205], [-1.6911, -2.3425, 0.3302], [0.2650, 0.1993, -0.0738], [1.3841, 2.1489, -0.2401]]}

(4)
{"formula": "C4H11NO2", "method": "ωB97M-V/def2-TZVPD", "multiplicity": 2, "gap_ha": [0.1525, 0.2722], "charge": -1, "e_homo_ev": [-0.11, -3.39], "symbols": ["C", "N", "C", "C", "C", "O", "H", "H", "H", "H", "H", "H", "H", "H", "H", "H", "H", "O"], "xyz": [[1.0085, -0.8348, 1.0530], [1.1356, 0.3157, 0.1828], [1.5987, 1.4826, 0.8752], [-0.1156, 0.5586, -0.6128], [-0.2388, -0.4727, -1.6936], [-1.1550, -1.3846, -1.7688], [0.4315, -0.5522, 1.9539], [0.5884, -1.6143, 0.4162], [1.9533, -1.2291, 1.4648], [2.6157, 1.3071, 1.2783], [0.9524, 1.7981, 1.7182], [1.7229, 2.3851, 0.2684], [0.0455, 1.5099, -1.1152], [-1.0173, 0.4917, 0.0067], [0.3222, -0.2782, -2.6566], [-2.6494, -1.2735, -0.8925], [-4.0320, -1.2437, -0.3785], [-3.1666, -0.9656, -0.0995]], "forces_ev_per_a": [[0.2596, 0.3276, -0.0508], [0.3493, 0.6271, -0.1640], [0.6825, 0.2423, 0.7255], [0.7675, -1.3735, -0.5574], [0.3720, 0.0982, -1.3278], [-0.6751, -0.5077, 0.2151], [-0.5045, -0.4584, -0.1838], [-0.4425, -0.1184, 0.4549], [0.1371, 0.4027, -0.4273], [-0.3978, -0.1098, 0.0825], [-0.0370, -0.1183, 0.1407], [-0.2959, -0.3070, -0.4854], [-0.1987, 0.5282, 0.3517], [-0.0425, 0.4535, 0.1640], [-0.1466, 0.1303, 0.8077], [1.2790, 0.4936, 0.4207], [-0.9022, -0.0140, 0.2377], [-0.2041, -0.2965, -0.4041]]}

(5)
{"formula": "C4H11NO2", "method": "ωB97M-V/def2-TZVPD", "multiplicity": 1, "gap_ha": 0.3832, "smiles": "CC(C)NC=O.O", "e_homo_ev": -9.59, "symbols": ["C", "N", "C", "C", "C", "O", "H", "H", "H", "H", "H", "H", "H", "H", "H", "H", "H", "O"], "xyz": [[-0.4021, 0.8685, 2.8479], [0.7775, 0.6539, 2.1573], [2.3832, 0.0156, 0.4315], [0.9247, -0.0799, 0.9234], [-0.0002, 0.6644, -0.1595], [-1.3482, 0.1807, 2.5045], [-0.4008, 1.6648, 3.5786], [1.6860, 0.8100, 2.5726], [2.9401, -0.8300, 0.8235], [2.7386, 1.0269, 0.6272], [2.3047, -0.0666, -0.6573], [0.6136, -1.1188, 0.9966], [-0.9856, 0.2586, 0.1212], [0.2488, 1.6988, 0.0402], [0.0096, 0.3913, -1.1990], [-1.5485, -1.3407, -6.9832], [-1.9124, -2.4306, -5.9708], [-2.2693, -1.8734, -6.6556]], "forces_ev_per_a": [[0.5698, -2.3516, -2.4167], [0.9658, 0.6018, 1.0707], [-1.4122, -0.2879, -0.3046], [-0.5772, 0.6758, -2.4340], [-0.2854, -1.8229, 2.1309], [-0.5602, 0.9955, 0.9227], [0.0316, 0.1841, 0.5497], [-0.4112, 0.6031, 0.3898], [0.6438, 0.4044, 0.1464], [0.5143, -0.2314, 0.2562], [0.4120, -0.2135, 0.1779], [-0.0626, -0.1271, 0.1881], [-0.1417, 1.3911, 0.1780], [-0.7956, 0.3925, -0.3801], [1.1093, -0.2135, -0.4742], [0.3266, 0.1340, -0.0376], [0.2734, -0.2145, 0.3077], [-0.6006, 0.0803, -0.2707]]}

(6)
{"formula": "C4H11NO2", "method": "ωB97M-V/def2-TZVPD", "multiplicity": 1, "gap_ha": 0.3487, "smiles": "C/C=C\\N.OCO", "e_homo_ev": -8.59, "symbols": ["C", "O", "O", "H", "H", "H", "H", "C", "N", "C", "C", "H", "H", "H", "H", "H", "H", "H"], "xyz": [[-1.5796, -0.8921, -1.2505], [-2.7274, -0.9334, -0.4484], [-0.5992, -1.7646, -0.8491], [-2.9457, -1.8537, -0.2718], [-0.0770, -1.3021, -0.0921], [-1.8319, -1.1302, -2.2962], [-1.1752, 0.1602, -1.1098], [0.6165, 2.0162, 0.0871], [2.2234, -0.4766, 0.7032], [0.9021, -0.2768, 1.1185], [0.1460, 0.8093, 0.8427], [2.4957, 0.0648, -0.1047], [2.4830, -1.4454, 0.5994], [0.6028, -0.9404, 1.9216], [-0.7306, 0.9661, 1.4563], [-0.2217, 2.4848, -0.4270], [1.3779, 1.7652, -0.6495], [1.0410, 2.7487, 0.7702]], "forces_ev_per_a": [[0.4359, 1.4663, -0.0605], [-0.3123, 0.0704, 0.3475], [1.4274, -0.0293, 1.4878], [0.0274, -0.1019, -0.1095], [-1.3903, -0.9602, -1.6926], [0.1640, 0.2053, 0.2281], [-0.7386, -0.9087, -0.6167], [-0.2355, -0.4423, -0.3261], [-0.2378, -0.0590, -0.2172], [0.2387, 1.2707, 0.5450], [0.8590, -0.1895, 0.9149], [0.0392, -0.0608, 0.0329], [0.0452, -0.0065, -0.0174], [-0.2289, -0.2216, -0.2152], [-0.2620, -0.3195, -0.1852], [0.0697, 0.0985, -0.0971], [0.0251, 0.0945, -0.1284], [0.0739, 0.0937, 0.1096]]}

For reference, E by record: -288.6121, -288.6969, -364.1328, -364.1815, -364.2162, -364.1995 a.u..
For reference, energy relative to the best compared isomer or geometry (same formula, charge and spin) by record: 64.7, 11.5, 66.4, 35.8, 32.6, 43.1 kcal/mol.